1.
Computed, not measured: a structure of composition H18O9Sn at a distorted geometry, with ωB97M-V/def2-TZVPD.

```
28
H18O9Sn, DFT ωB97M-V/def2-TZVPD
Sn -0.003 0.008 -0.087
O -1.689 1.296 -1.456
H -2.265 0.730 -1.983
H -2.184 1.996 -1.016
O -2.127 1.103 1.508
H -2.140 2.015 1.938
H -2.494 0.428 2.109
O 0.958 -2.306 0.805
H 0.450 -3.037 0.502
H 1.320 -2.523 1.659
O 0.295 -1.542 -2.108
H -0.314 -1.279 -2.791
H 1.166 -1.618 -2.498
O 0.129 -0.290 2.383
H -0.266 -1.049 2.808
H 0.047 0.434 3.014
O 0.704 2.231 0.846
H 0.398 2.846 0.194
H 0.427 2.388 1.744
O -2.029 -1.664 -0.163
H -2.730 -1.131 -0.643
H -1.857 -2.460 -0.689
O 1.439 1.176 -2.208
H 1.594 0.644 -2.998
H 2.206 1.545 -1.882
O 2.616 0.142 0.414
H 3.416 0.664 0.469
H 2.931 -0.746 0.131
```

- LUMO energy: -6.28 eV
- E_tot: -24536.7294 eV
- ΔE to the lowest compared entry with this formula, charge and spin: 0.609 eV
- Charge: +2

2.
Computed, not measured: a cluster of 10 separate species, H19O10 in total at a distorted geometry, with ωB97M-V/def2-TZVPD.

```
29
H19O10, DFT ωB97M-V/def2-TZVPD
O -0.199 -0.452 -0.209
H 0.092 0.261 0.383
O -0.497 1.106 2.313
H -1.241 0.708 1.851
H -0.613 2.043 2.400
O 2.467 -0.465 -0.275
H 1.496 -0.372 -0.329
H 2.662 -1.264 -0.760
O -0.720 1.477 -2.026
H -0.143 1.307 -2.785
H -0.632 0.740 -1.444
O 1.079 3.402 -0.661
H 1.952 3.161 -0.997
H 0.568 2.728 -1.056
O 2.096 0.620 2.179
H 1.129 0.699 2.258
H 2.345 0.319 1.318
O -2.562 0.016 0.902
H -1.788 -0.086 0.331
H -2.970 0.853 0.578
O -0.199 -2.096 1.809
H -1.120 -2.071 2.152
H -0.270 -1.500 1.057
O -1.559 -2.705 -0.711
H -0.780 -3.237 -0.557
H -1.174 -1.894 -0.331
O 0.497 -1.320 -2.580
H 0.254 -1.036 -1.677
H -0.167 -0.941 -3.133
```

- LUMO energy: 3.12 eV
- E_tot: -20785.9881 eV
- ΔE to the lowest compared entry with this formula, charge and spin: 0.529 eV
- Charge: -1

3.
Computed, not measured: a cluster of 9 separate species, H19O9 in total at a distorted geometry, with ωB97M-V/def2-TZVPD.

```
28
H19O9, DFT ωB97M-V/def2-TZVPD
O -1.699 -0.448 2.656
H 0.319 0.173 0.415
H -1.621 1.973 -0.862
O 1.385 3.616 -1.321
H 1.266 -2.127 2.859
O -2.781 1.536 -0.226
H 1.861 3.858 -2.125
H -3.464 1.182 -0.808
O 2.553 -1.771 -0.056
H 2.029 -2.561 -0.237
H 3.444 -2.018 -0.343
O -1.224 2.643 -1.663
H -0.842 3.261 -1.011
H -0.590 2.170 -2.244
O 0.960 -1.578 3.594
H -2.407 0.840 0.346
H 1.755 -1.579 4.152
O 0.011 -4.236 -0.428
H -2.234 -1.226 2.840
H 0.674 -4.918 -0.553
O -0.644 0.299 0.423
H -0.809 -0.389 1.130
H -0.868 -4.540 -0.665
O 0.729 1.047 -2.934
H 1.168 0.674 -2.154
H 0.220 0.282 -3.236
H -0.881 -0.475 3.180
H 1.690 4.313 -0.726
```

- LUMO energy: -2.70 eV
- E_tot: -18729.7197 eV
- ΔE to the lowest compared entry with this formula, charge and spin: 1.965 eV
- Charge: +1

4.
Computed, not measured: a structure of composition H2 at a distorted geometry, with ωB97M-V/def2-TZVPD.

```
2
H2, DFT ωB97M-V/def2-TZVPD
H 0.000 0.000 0.389
H 0.000 0.000 -0.389
```

- LUMO energy: 2.51 eV
- E_tot: -31.5667 eV
- ΔE to the lowest compared entry with this formula, charge and spin: 0.022 eV

5.
Computed, not measured: a cluster of 2 separate species, H2 in total at a distorted geometry, with ωB97M-V/def2-TZVPD.

```
2
H2, DFT ωB97M-V/def2-TZVPD
H -0.650 0.945 0.647
H 0.650 -0.945 -0.647
```

- LUMO energy: -3.48 eV
- E_tot: -25.0519 eV
- ΔE to the lowest compared entry with this formula, charge and spin: 6.537 eV

6.
Computed, not measured: a cluster of 2 separate species, H2 in total at a distorted geometry, with ωB97M-V/def2-TZVPD.

```
2
H2, DFT ωB97M-V/def2-TZVPD
H 0.000 0.000 1.231
H 0.000 0.000 -1.231
```

- LUMO energy: -3.21 eV
- E_tot: -25.3915 eV
- ΔE to the lowest compared entry with this formula, charge and spin: 6.198 eV

7.
Computed, not measured: a cluster of 11 separate species, H20NO13 in total at a distorted geometry, with ωB97M-V/def2-TZVPD.

```
34
H20NO13, DFT ωB97M-V/def2-TZVPD
N 0.341 -0.330 0.060
O -0.853 -0.616 0.117
O 0.993 -0.339 1.023
O 0.783 0.142 -0.938
O -3.836 -0.286 -1.147
H -3.984 -1.211 -1.344
H -3.728 -0.258 -0.196
O -1.726 1.863 1.350
H -1.107 2.442 0.905
H -1.348 0.989 1.256
O 1.262 -2.337 3.046
H 1.096 -2.055 2.147
H 2.104 -2.791 3.005
O -2.242 -3.392 0.406
H -1.940 -2.491 0.294
H -3.194 -3.339 0.322
O -1.809 1.476 -2.012
H -1.221 0.852 -1.587
H -2.686 1.133 -1.845
O -0.599 -0.576 3.929
H -0.159 -0.103 3.222
H -0.131 -1.409 3.987
O 0.418 3.206 -2.040
H 0.085 4.000 -2.457
H -0.363 2.679 -1.870
O 3.404 0.890 1.468
H 2.609 0.387 1.291
H 3.091 1.696 1.878
O 3.633 -0.970 -1.417
H 2.898 -0.453 -1.087
H 4.116 -1.228 -0.631
O 1.127 0.755 -4.016
H 0.883 0.938 -3.108
H 2.084 0.740 -4.009
```

- <S²>: 0.757
- LUMO energy (spin up / spin down): -2.29 / -6.81 eV
- E_tot: -28425.1159 eV
- 2S+1: 2

8.
Computed, not measured: a cluster of 10 separate species, H20O10 in total at a distorted geometry, with ωB97M-V/def2-TZVPD.

```
30
H20O10, DFT ωB97M-V/def2-TZVPD
O -1.701 1.693 2.375
H -1.961 0.843 2.902
H -1.373 2.305 3.055
O -0.491 -2.855 1.216
H 0.178 -3.328 0.885
H -1.264 -3.320 1.319
O -0.749 2.795 -1.342
H -0.817 3.694 -1.761
H -1.442 2.182 -1.336
O 0.268 -2.847 3.664
H 0.291 -3.809 3.379
H 0.027 -2.600 2.752
O 0.933 2.642 1.174
H 0.110 2.333 1.279
H 0.986 2.957 0.318
O -2.438 -1.023 -2.095
H -3.304 -0.830 -1.664
H -1.937 -0.677 -1.511
O 1.015 1.728 -2.641
H 0.494 2.093 -1.914
H 1.836 2.197 -2.760
O -0.331 -0.383 -0.247
H -0.167 0.333 0.295
H -0.544 -1.187 0.286
O 2.830 -0.869 0.115
H 3.800 -0.979 -0.305
H 2.271 -1.090 -0.721
O 1.411 -0.967 -2.317
H 0.699 -1.044 -1.840
H 1.375 0.007 -2.572
```

- LUMO energy: -0.09 eV
- E_tot: -20797.4020 eV
- ΔE to the lowest compared entry with this formula, charge and spin: 5.211 eV
- SMILES: O.O.O.O.O.O.O.O.O.O

9.
Computed, not measured: a cluster of 10 separate species, H20O10 in total, with ωB97M-V/def2-TZVPD.

```
30
H20O10, DFT ωB97M-V/def2-TZVPD
O -1.071 -2.516 -3.152
H -0.639 -1.883 -2.559
H -1.262 -3.284 -2.607
O -1.557 1.411 -1.410
H -0.636 1.640 -1.238
H -1.980 2.253 -1.609
O 1.425 -1.898 2.649
H 1.168 -2.719 2.219
H 1.592 -1.277 1.932
O 2.292 0.291 1.079
H 3.140 -0.115 1.304
H 2.461 0.789 0.272
O 0.823 2.802 0.058
H 1.350 3.161 0.780
H 1.441 2.733 -0.679
O -2.919 -0.819 2.335
H -2.169 -0.522 1.802
H -3.687 -0.693 1.772
O -0.537 -0.297 0.708
H -0.816 -0.109 -0.197
H 0.299 0.176 0.801
O 2.324 1.546 3.622
H 2.142 1.350 2.695
H 1.464 1.701 4.023
O -3.132 -0.101 -3.220
H -2.506 -0.665 -3.686
H -2.602 0.382 -2.571
O 0.851 -1.004 -1.845
H 1.129 -1.047 -0.922
H 1.616 -1.286 -2.357
```

- LUMO energy: -0.90 eV
- E_tot: -20799.7654 eV
- ΔE to the lowest compared entry with this formula, charge and spin: 2.847 eV
- SMILES: O.O.O.O.O.O.O.O.O.O

10.
Computed, not measured: a cluster of 10 separate species, H20O10 in total at a distorted geometry, with ωB97M-V/def2-TZVPD.

```
30
H20O10, DFT ωB97M-V/def2-TZVPD
O -2.344 -7.076 27.627
H -1.383 -7.004 27.463
H -2.400 -8.020 27.694
O -4.987 -6.392 27.501
H -4.779 -6.147 26.639
H -4.078 -6.507 27.802
O -3.601 -3.876 29.160
H -4.480 -4.186 29.347
H -3.005 -4.519 29.528
O -3.372 -3.687 26.494
H -2.825 -2.920 26.515
H -3.606 -3.884 27.396
O -7.417 -6.778 29.250
H -8.205 -6.763 28.729
H -6.660 -6.754 28.698
O -6.798 -4.798 25.017
H -6.984 -4.435 25.857
H -6.819 -4.036 24.427
O -4.610 -6.070 24.225
H -5.124 -6.867 24.120
H -5.368 -5.478 24.526
O -7.263 -7.688 26.453
H -6.919 -6.906 26.791
H -6.732 -8.387 26.803
O -1.890 -5.261 24.430
H -2.779 -5.233 24.809
H -1.651 -4.387 24.255
O -3.467 -9.842 28.390
H -3.767 -10.639 27.968
H -4.304 -9.381 28.434
```

- LUMO energy: 0.12 eV
- E_tot: -20799.6985 eV
- ΔE to the lowest compared entry with this formula, charge and spin: 2.914 eV
- SMILES: O.O.O.O.O.O.O.O.O.O

11.
Computed, not measured: a cluster of 10 separate species, H20O10 in total, with ωB97M-V/def2-TZVPD.

```
30
H20O10, DFT ωB97M-V/def2-TZVPD
O 0.584 0.741 -1.104
H 0.067 0.511 -0.324
H 1.425 1.046 -0.746
O -3.654 0.169 1.413
H -3.412 -0.697 1.066
H -3.492 0.095 2.361
O 1.418 5.305 -0.788
H 0.968 5.172 0.054
H 1.380 6.258 -0.926
O -0.678 -2.776 0.758
H -1.329 -2.109 1.005
H -0.191 -2.941 1.572
O -2.911 2.413 -0.368
H -3.192 2.554 -1.279
H -2.371 1.616 -0.410
O 5.098 -0.803 -0.036
H 5.189 -1.761 -0.095
H 4.893 -0.644 0.892
O -3.972 -1.650 -1.509
H -4.753 -1.983 -1.054
H -3.262 -2.229 -1.211
O 0.256 0.210 2.193
H -0.705 0.288 2.213
H 0.544 0.984 1.697
O 2.628 -0.522 0.830
H 2.308 -0.539 -0.079
H 2.803 0.411 0.999
O 1.237 -2.983 -1.732
H 1.738 -2.990 -0.909
H 1.337 -3.878 -2.076
```

- LUMO energy: -0.19 eV
- E_tot: -20798.4225 eV
- ΔE to the lowest compared entry with this formula, charge and spin: 4.190 eV
- SMILES: O.O.O.O.O.O.O.O.O.O

12.
Computed, not measured: a structure of composition H20O10 at a distorted geometry, with ωB97M-V/def2-TZVPD.

```
30
H20O10, DFT ωB97M-V/def2-TZVPD
H 1.010 1.163 0.390
H -0.234 0.309 0.567
H 0.120 -3.125 -0.657
H -0.941 -2.525 0.251
H 2.993 3.437 -1.627
H 3.877 4.441 -0.905
H -2.696 -0.652 -1.787
H -2.347 0.643 -1.074
H -2.468 0.156 3.780
H -2.510 1.088 4.980
H -3.848 0.025 -0.020
H -4.500 -1.254 -0.517
H 5.756 -1.902 1.400
H 4.338 -1.365 1.495
H -1.118 -2.197 -1.520
H -1.854 -1.786 -2.785
H 4.326 -1.038 -1.067
H 5.587 -0.913 -0.228
H -1.714 2.912 -0.026
H -3.166 2.472 -0.120
O 0.381 0.625 -0.104
O -0.253 -3.199 0.229
O 3.044 4.368 -1.385
O -2.009 -0.241 -1.251
O -3.013 0.832 4.198
O -4.505 -0.299 -0.646
O 5.256 -1.079 1.440
O -1.733 -2.530 -2.184
O 4.662 -1.179 -0.175
O -2.439 2.814 -0.653
```

- LUMO energy: -0.30 eV
- E_tot: -20794.9843 eV
- ΔE to the lowest compared entry with this formula, charge and spin: 7.628 eV